Molecular formula: C29H72BF10FeNO31S11
Method: DFT, ωB97M-V/def2-TZVPD

Geometry (Å):
Fe (19.8966, -24.6354, 2.3420)
B (20.4383, -26.1929, 0.1234)
F (19.8255, -27.3177, -0.3343)
F (20.8367, -26.3349, 1.4992)
F (21.4585, -25.7888, -0.7014)
F (19.5391, -25.0553, 0.2168)
C (16.5788, -23.6175, 0.2521)
F (15.4862, -22.9118, -0.0089)
F (16.4016, -24.7885, -0.3405)
F (17.6664, -23.0433, -0.2113)
S (16.7480, -23.6885, 2.1383)
O (17.3667, -22.4358, 2.4659)
O (15.4480, -23.8140, 2.7078)
N (17.8856, -24.8970, 2.4895)
S (17.1642, -26.3418, 2.5349)
O (16.1605, -26.5395, 1.5428)
O (18.1535, -27.3637, 2.6914)
C (16.3314, -26.4881, 4.2209)
F (15.9442, -27.7277, 4.4544)
F (17.2544, -26.1469, 5.1326)
F (15.2980, -25.6747, 4.3879)
O (15.8561, -32.3107, 7.5881)
S (15.5265, -32.5073, 6.2146)
O (15.3974, -33.8180, 5.7017)
O (14.1888, -31.7016, 5.9406)
C (14.1315, -30.3017, 6.2818)
C (13.4661, -29.6036, 5.1204)
C (16.7365, -31.6136, 5.2271)
H (15.1412, -29.9152, 6.4351)
H (13.6618, -30.1634, 7.2551)
H (12.4465, -29.9834, 5.0081)
H (13.9562, -29.8806, 4.1886)
H (13.3526, -28.5321, 5.2737)
H (16.7967, -30.5811, 5.5556)
H (16.4230, -31.6593, 4.1864)
H (17.6985, -32.0942, 5.3809)
O (23.4489, -31.0462, 3.6935)
S (22.0893, -31.0697, 4.1029)
O (21.6658, -30.3485, 5.2563)
O (21.2906, -30.5424, 2.8218)
C (19.8520, -30.5618, 2.8733)
C (19.3369, -30.8717, 1.4801)
C (21.5433, -32.7873, 4.1395)
H (19.4847, -29.5807, 3.1815)
H (19.5026, -31.2845, 3.6119)
H (19.8119, -30.2202, 0.7472)
H (18.2549, -30.7938, 1.4597)
H (19.6869, -31.8772, 1.2289)
H (22.3299, -33.3163, 4.6658)
H (21.3210, -33.0015, 3.1007)
H (20.6337, -32.8063, 4.7364)
O (20.2436, -22.5855, 1.6910)
S (20.1768, -21.2607, 1.1499)
O (19.2192, -20.8174, 0.2059)
O (20.1666, -20.2565, 2.3742)
C (19.5125, -18.9800, 2.2250)
C (19.3711, -18.2875, 3.5562)
C (21.8103, -20.9197, 0.5360)
H (18.5684, -19.0781, 1.6908)
H (20.1257, -18.3338, 1.5885)
H (18.7991, -18.8179, 4.3151)
H (18.9957, -17.2800, 3.3898)
H (20.3707, -18.1790, 3.9880)
H (21.8559, -19.8681, 0.2529)
H (21.9981, -21.4926, -0.3690)
H (22.4949, -21.0747, 1.3648)
O (20.7140, -22.2109, 6.2602)
S (19.6629, -22.8082, 5.5254)
O (19.9496, -23.4702, 4.2716)
O (18.8592, -23.8393, 6.4242)
C (19.6257, -24.7035, 7.2825)
C (19.3814, -24.3376, 8.7378)
C (18.3110, -21.6943, 5.2328)
H (20.6998, -24.7357, 7.1037)
H (19.2311, -25.7110, 7.1463)
H (19.5750, -23.2696, 8.8424)
H (19.9543, -24.8855, 9.4858)
H (18.3591, -24.5907, 9.0303)
H (18.6153, -21.0943, 4.3802)
H (18.0362, -21.1014, 6.0995)
H (17.4781, -22.3427, 4.9741)
O (15.9053, -23.0490, -5.0674)
S (14.6162, -22.7821, -5.6240)
O (14.0010, -23.8131, -6.3967)
O (13.6072, -22.3203, -4.4777)
C (12.8586, -23.3387, -3.7882)
C (13.6296, -23.8112, -2.5798)
C (14.6984, -21.2294, -6.4946)
H (12.7103, -24.1935, -4.4517)
H (11.8706, -22.9640, -3.5323)
H (14.6491, -24.1631, -2.7534)
H (13.1549, -24.6889, -2.1317)
H (13.7464, -23.0166, -1.8397)
H (13.9175, -20.5581, -6.1535)
H (14.5052, -21.4166, -7.5510)
H (15.7023, -20.8265, -6.4155)
O (15.3799, -30.9517, -2.3161)
S (16.7829, -31.0220, -2.0496)
O (17.7102, -31.4018, -3.0522)
O (17.2679, -29.6486, -1.4346)
C (16.3814, -28.7315, -0.7977)
C (15.6833, -27.8017, -1.7870)
C (16.9709, -32.0645, -0.6236)
H (17.0046, -28.1349, -0.1370)
H (15.5929, -29.1806, -0.1884)
H (16.2960, -26.9434, -2.0816)
H (14.8339, -27.3645, -1.2610)
H (15.4530, -28.2759, -2.7382)
H (16.4777, -31.4965, 0.1696)
H (17.9901, -32.2140, -0.2950)
H (16.3612, -32.9442, -0.8104)
O (11.3840, -18.9998, 0.3829)
S (11.8311, -20.3439, 0.4099)
O (12.9954, -20.7334, -0.3190)
O (11.9840, -20.7435, 1.9351)
C (12.6432, -21.9734, 2.2743)
C (12.7224, -22.0750, 3.7810)
C (10.4728, -21.3922, -0.0765)
H (13.6387, -22.1316, 1.8649)
H (11.9711, -22.7619, 1.9201)
H (13.2212, -23.0179, 4.0178)
H (11.7406, -22.1381, 4.2482)
H (13.3238, -21.2766, 4.2136)
H (9.6884, -21.4047, 0.6718)
H (10.9419, -22.3771, -0.1126)
H (10.1717, -21.0767, -1.0702)
O (14.5940, -25.9336, 10.0570)
S (13.9521, -25.2486, 8.9847)
O (12.5615, -25.4907, 8.7657)
O (14.2245, -23.6916, 9.1748)
C (13.1589, -22.8565, 9.6672)
C (13.7110, -21.4597, 9.8913)
C (14.8395, -25.5540, 7.4785)
H (12.5833, -23.2454, 10.5059)
H (12.4439, -22.8127, 8.8391)
H (12.9318, -20.8758, 10.3849)
H (13.8488, -20.9639, 8.9327)
H (14.5928, -21.5230, 10.5233)
H (14.4878, -26.5753, 7.3138)
H (15.9110, -25.5221, 7.6316)
H (14.4213, -24.9091, 6.7132)
O (19.7492, -26.2266, -5.8468)
S (20.0731, -25.3973, -4.7359)
O (21.3897, -24.8705, -4.6197)
O (19.0084, -24.2019, -4.7352)
C (19.0081, -23.2434, -3.6878)
C (20.2949, -22.6588, -3.1449)
C (19.5741, -26.2757, -3.2702)
H (18.5060, -23.6451, -2.7912)
H (18.2543, -22.4796, -3.8854)
H (20.9473, -22.1059, -3.8160)
H (20.8702, -23.3486, -2.5259)
H (19.9717, -21.9380, -2.3784)
H (18.5319, -26.5753, -3.3271)
H (19.8565, -25.6076, -2.4615)
H (20.1251, -27.2061, -3.1468)

Force components x, y, z for each atom (eV/Å):
Fe -0.12 0.65 -0.17
B 0.14 -0.11 -1.64
F -0.24 0.07 0.39
F 0.25 0.45 0.88
F 0.30 -0.09 0.51
F -0.26 0.17 0.50
C -0.55 -0.80 -0.05
F 0.31 0.59 0.31
F 0.45 -0.07 0.16
F -0.06 0.20 -0.16
S 0.69 1.63 0.05
O 0.86 -0.17 -0.33
O -0.16 -1.18 -0.33
N -2.47 0.62 -0.11
S -0.23 -2.14 0.59
O -0.30 0.51 0.22
O 0.74 0.39 -0.05
C 0.35 1.06 -0.06
F 0.02 -0.28 -0.26
F 0.14 -0.10 0.13
F -0.22 -0.31 0.02
O 0.23 0.07 0.32
S 0.79 1.20 0.54
O -0.49 -0.42 -0.51
O -0.06 -0.51 -0.43
C 0.63 0.48 0.12
C -0.98 -0.53 0.15
C -0.49 -0.18 0.05
H 0.04 -0.07 -0.11
H -0.42 -0.25 -0.17
H 0.01 -0.04 0.11
H 0.28 0.44 0.01
H 0.40 0.06 -0.11
H 0.04 0.00 0.05
H 0.08 -0.08 -0.03
H -0.05 -0.12 0.01
O 0.37 0.00 0.05
S -0.17 -0.23 -0.98
O -0.31 -0.04 0.40
O 0.08 -0.16 0.30
C -0.52 0.68 -0.17
C 0.98 -0.40 0.39
C -0.34 1.44 0.67
H 0.23 0.02 0.12
H 0.02 -0.09 -0.06
H -0.30 0.28 0.05
H -0.01 0.01 -0.11
H -0.39 -0.11 -0.11
H 0.05 -0.37 -0.43
H 0.40 -0.65 0.03
H -0.01 -0.20 -0.02
O -0.35 -0.85 0.25
S 1.73 1.81 -0.50
O -0.57 -0.57 -0.25
O -0.33 -0.81 0.58
C -0.41 1.01 -0.61
C 0.96 -0.26 0.39
C -0.36 0.40 -0.04
H -0.05 -0.37 0.23
H 0.18 -0.22 -0.02
H -0.37 0.02 -0.28
H -0.25 -0.08 0.05
H -0.02 0.10 -0.01
H -0.22 0.04 0.08
H 0.09 -0.36 0.24
H 0.17 -0.34 -0.20
O 0.72 0.07 0.03
S -2.07 0.06 0.47
O 0.59 -0.54 -0.57
O 0.59 0.36 -0.33
C 0.09 -1.47 1.61
C -0.53 0.37 0.09
C 0.23 -0.51 -0.20
H -0.10 0.40 -0.58
H 0.09 0.06 -0.49
H -0.12 -0.03 0.34
H 0.56 -0.06 -0.48
H -0.16 0.46 -0.24
H -0.15 0.06 -0.04
H 0.43 -0.05 0.18
H -0.03 0.12 -0.25
O 0.07 0.09 0.25
S 0.23 0.27 0.14
O -0.29 0.06 -0.24
O -0.28 0.26 -0.19
C 0.66 -1.25 0.00
C 0.32 -0.12 0.90
C -0.22 -0.17 -0.68
H -0.06 0.20 -0.21
H 0.17 0.45 -0.03
H -0.06 0.17 -0.71
H -0.34 0.25 0.11
H -0.32 -0.04 0.05
H 0.16 0.05 0.28
H 0.01 -0.26 0.05
H -0.05 0.07 0.32
O -0.11 0.11 -0.14
S -0.19 -0.29 0.97
O 0.26 0.14 -0.26
O 0.60 -0.17 -0.35
C -0.67 1.08 -0.17
C 0.62 0.61 -0.09
C -0.84 0.62 0.26
H 0.16 -0.21 0.03
H 0.32 -0.67 -0.09
H 0.29 -0.13 0.25
H -0.31 -0.18 -0.37
H -0.57 -0.30 0.29
H -0.13 -0.13 0.00
H 0.14 -0.30 -0.52
H 0.38 -0.27 0.00
O -0.03 0.59 0.24
S -0.75 -0.38 -0.14
O 0.21 -0.20 0.01
O 0.57 0.64 -0.06
C -0.63 -0.97 0.62
C 0.11 -0.39 0.11
C 1.09 -0.43 0.15
H -0.13 0.58 -0.46
H 0.33 -0.21 -0.09
H 0.09 0.03 -0.07
H -0.04 0.34 -0.03
H -0.15 0.12 -0.01
H -0.12 0.36 -0.10
H -0.30 -0.12 -0.24
H -0.20 -0.01 0.05
O 0.26 -0.17 0.07
S 0.45 0.18 0.41
O -0.23 0.30 -0.29
O 0.18 -0.31 0.25
C -1.00 0.74 -1.23
C -0.69 -0.47 0.14
C -1.00 -0.41 0.60
H 0.67 -0.37 0.28
H -0.16 0.04 0.18
H 0.12 -0.04 0.24
H 0.61 -0.06 0.04
H 0.14 0.36 -0.15
H 0.37 -0.07 -0.37
H 0.02 0.21 -0.08
H 0.30 0.09 -0.10
O -0.17 0.29 -0.36
S -0.92 -1.05 0.05
O 0.34 0.23 0.33
O 0.41 -0.03 -0.41
C -0.87 0.32 1.87
C 0.14 0.64 0.87
C 0.66 0.16 0.03
H 0.24 -0.72 -0.20
H 0.43 0.09 -1.10
H -0.04 -0.31 -0.31
H 0.18 -0.36 -0.55
H -0.24 0.15 -0.28
H -0.16 0.53 -0.02
H -0.44 -0.17 0.31
H 0.39 0.19 -0.28

multiplicity = 5
orbital gap (spin up / spin down) = 9.81 / 8.84 eV
E = -277629.8208 eV
LUMO (spin up / spin down) = -0.6 / -1.6 eV
HOMO energy (spin up / spin down) = -10.46 / -10.46 eV